[1]
Formula: C36H80F14N11O28S14
Source: the Open Molecules 2025 dataset
Level of theory: wB97M-V/def2-TZVPD

Output
E = -11101.0459 a.u.
Highest occupied orbital energy = -3.17 eV
LUMO level = 2.219 eV
Frontier orbital gap = 5.4 eV
Charge = -3

Atoms and positions in Å:
O1 -9.027 -2.856 -3.746
H1 6.510 -0.997 4.170
C1 4.037 -1.196 6.745
N1 0.677 -6.003 4.175
S1 2.630 3.353 1.886
F1 -1.950 -1.326 6.543
H2 -0.595 3.320 -0.903
H3 7.175 1.932 6.227
H4 4.323 -3.252 0.031
C2 -1.001 1.588 -5.341
H5 8.105 -0.149 5.780
O2 -1.597 -4.922 3.900
H6 -2.997 0.836 -7.896
H7 0.611 6.114 -3.224
H8 1.821 -3.217 0.569
O3 -7.677 -0.112 -1.105
O4 -6.431 -1.732 -2.589
H9 0.280 0.940 -3.642
O5 -1.455 -6.729 -4.080
H10 0.534 0.434 -6.378
H11 -1.109 -0.085 -3.871
H12 -3.291 5.551 -0.264
C3 6.616 1.233 5.604
S2 -2.177 -0.226 5.342
N2 -3.797 -0.729 4.999
C4 -3.095 -0.834 0.148
F2 -1.101 -9.127 -3.764
H13 4.563 -3.000 4.445
C5 -1.588 4.833 2.711
S3 -0.416 -7.661 -3.595
F3 -5.039 4.819 1.597
C6 -1.574 4.134 1.358
H14 -2.294 5.663 2.718
S4 -5.663 2.947 -1.460
C7 -0.188 0.265 -8.959
H15 -2.135 6.675 -0.993
H16 -2.531 2.431 -7.551
O6 3.723 1.262 -0.128
H17 4.451 -1.830 3.218
H18 -2.441 3.530 1.087
C8 -2.270 1.591 -8.195
O7 -2.147 1.078 6.011
H19 1.124 4.832 -2.145
F4 -0.139 -5.605 2.068
S5 0.311 -6.299 -1.898
O8 -0.710 -5.432 -1.178
H20 -3.726 -1.018 -0.721
H21 -0.436 -3.160 0.660
N3 -5.019 3.981 -0.635
H22 -2.407 3.651 -1.288
C9 -0.415 0.678 -10.342
F5 3.785 -6.887 -1.296
O9 0.747 -7.773 -4.429
H23 -2.069 1.803 -5.380
O10 5.067 -5.752 0.258
H24 1.381 6.820 -0.983
N4 1.725 2.577 0.703
O11 6.869 -7.670 1.752
H25 1.748 -0.241 -0.446
S6 -5.735 3.582 0.858
H26 -0.651 5.304 3.008
H27 0.809 4.993 0.250
C10 5.021 1.451 5.601
S7 -0.156 -4.927 3.508
H28 6.905 -0.354 7.083
O12 0.446 -3.661 3.153
H29 -1.094 -0.260 -6.623
O13 -7.071 3.034 -1.815
H30 -2.138 2.845 -9.951
N5 -0.765 1.281 -7.897
H31 1.019 2.391 -7.713
H32 0.216 1.537 -10.571
H33 -0.869 -0.107 1.998
O14 -5.099 2.463 1.568
C11 4.146 -2.012 4.249
C12 2.563 -0.659 6.972
C13 -0.801 0.097 -0.599
H34 1.121 -0.605 8.612
O15 -5.029 1.612 -1.330
C14 -2.381 6.123 -0.085
H35 2.572 -1.814 1.178
H36 0.658 -1.251 2.187
H37 -0.967 4.010 -3.328
C15 0.319 5.540 -2.345
S8 -4.080 0.471 4.182
H38 3.220 0.531 4.711
O16 2.444 4.783 1.924
F6 -5.022 3.574 -2.811
S9 6.648 -8.406 0.449
C16 -2.249 0.402 -0.053
H39 -2.255 1.199 -11.541
H40 -0.329 3.481 -7.479
C17 -0.993 4.713 -2.495
H41 -0.779 3.389 1.336
H42 6.620 -2.119 5.573
H43 4.713 2.423 5.215
C18 4.301 0.392 4.686
H44 -0.115 -0.167 -10.961
H45 4.040 -2.283 6.817
C19 -0.769 0.949 -3.939
H46 -3.054 -2.866 0.451
H47 -2.669 1.036 -0.835
H48 -2.460 6.760 0.795
H49 3.499 -3.046 -1.447
H50 -0.151 0.969 -0.672
H51 6.954 1.271 4.569
C20 6.253 -1.156 5.217
H52 0.165 6.368 1.039
F7 -10.626 -2.946 -1.996
H53 2.805 -1.085 9.116
C21 -2.547 1.875 -9.667
H54 3.062 -1.990 4.360
N6 -0.200 -7.935 -2.151
H55 -0.464 2.536 -5.372
F8 -5.305 -0.173 3.403
N7 -8.361 -2.445 -1.143
O17 3.987 2.906 2.221
F9 1.769 2.801 3.065
O18 -9.932 -0.771 -2.542
O19 -4.681 1.596 4.950
C22 -0.525 0.662 -6.503
C23 0.349 6.498 -1.127
F10 6.613 -9.971 0.953
H56 4.670 0.476 3.664
H57 -2.486 -0.043 -10.379
H58 4.588 1.446 6.602
H59 4.712 -0.780 7.493
N8 5.253 -8.334 -0.065
F11 1.823 1.903 -1.433
S10 5.277 -6.817 -0.722
H60 4.275 -1.660 -0.668
H61 -0.125 7.476 -1.211
O20 3.236 3.660 -0.860
C24 7.043 -0.132 6.025
H62 -1.088 3.018 3.843
F12 -6.367 -1.849 -0.212
F13 1.759 -6.340 6.310
H63 0.844 0.052 -8.679
C25 2.029 -1.150 8.353
C26 -1.797 3.843 3.915
H64 -2.821 3.597 4.195
C27 0.008 2.617 -8.051
O21 7.692 -8.378 -0.520
O22 6.045 -6.533 -1.921
C28 1.346 -1.254 -0.411
O23 -7.154 3.864 1.033
O24 0.105 -4.629 6.328
H65 1.960 -1.062 6.158
F14 1.216 -6.661 -0.602
H66 1.140 -1.408 -1.471
H67 0.774 0.383 1.508
N9 -1.329 5.029 0.094
O25 2.434 -4.374 5.366
C29 -0.912 -2.294 0.202
H68 -2.231 1.092 0.790
H69 -0.709 -0.678 -8.796
C30 0.108 -0.464 1.670
H70 -1.383 1.420 -3.171
H71 1.789 -2.211 8.405
C31 -1.392 4.022 -1.146
H72 -0.750 -0.407 -1.564
S11 2.843 2.426 -0.303
C32 3.672 -2.552 -0.492
H73 -0.101 3.009 -9.062
N10 4.696 -0.971 5.274
O26 1.290 -5.693 -2.805
S12 -9.327 -2.112 -2.495
S13 1.163 -5.088 5.448
H74 -0.964 -2.594 -0.845
O27 -1.033 -0.583 4.509
H75 -1.725 5.481 -2.745
H76 2.572 0.418 6.807
C33 -2.362 -2.065 0.709
H77 -1.447 4.355 4.811
H78 -3.859 -0.669 0.907
S14 -7.300 -1.479 -1.462
C34 -1.934 0.881 -10.550
C35 0.030 5.750 0.152
C36 2.319 -2.305 0.239
N11 -0.045 -0.992 0.263
H79 -2.374 -2.128 1.797
H80 -3.632 1.846 -9.767
O28 -3.281 0.734 2.987

[2]
Formula: C36H80O13
Source: the Open Molecules 2025 dataset
Level of theory: wB97M-V/def2-TZVPD

Output
E = -2396.3269 a.u.
Highest occupied orbital energy = -8.16 eV
LUMO level = 0.580 eV
Frontier orbital gap = 8.7 eV
Charge = 0
SMILES = C1CCOC1.C1CCOC1.C1CCOC1.C1CCOC1.C1CCOC1.COCCOC.COCCOC.COCCOC.COCCOC

Atoms and positions in Å:
H1 -1.864 -14.377 -17.178
C1 -7.484 -8.370 -22.203
H2 -4.109 -14.522 -16.452
O1 -6.790 -9.693 -20.355
H3 -2.698 -9.516 -19.818
H4 -3.364 -9.863 -22.247
H5 -1.643 -15.811 -19.324
O2 -0.735 -8.939 -20.657
C2 -7.706 -8.731 -20.742
C3 -3.817 -12.823 -20.388
H6 -2.367 -11.284 -20.488
C4 -2.500 -10.405 -25.476
H7 -1.277 -9.897 -23.786
H8 -1.791 -8.328 -23.161
H9 -5.480 -10.385 -14.584
H10 -4.596 -13.299 -20.985
C5 -2.580 -14.279 -17.994
H11 -6.217 -12.655 -25.455
H12 -8.743 -9.047 -20.626
H13 -2.412 -12.098 -17.318
H14 -4.690 -7.676 -22.095
C6 -5.085 -5.236 -20.866
C7 -3.341 -9.467 -17.841
H15 -5.404 -14.948 -19.126
C8 -2.528 -15.181 -19.232
H16 -8.475 -15.015 -20.228
H17 -2.826 -8.603 -17.421
H18 -3.046 -11.612 -22.157
C9 -3.594 -12.031 -24.154
O3 -0.356 -14.580 -21.606
H19 -5.344 -12.699 -18.913
C10 -4.045 -14.243 -17.504
H20 -3.796 -8.739 -24.739
H21 -5.474 -15.835 -17.797
H22 -6.300 -9.870 -18.376
H23 -5.143 -12.661 -22.411
H24 -2.328 -12.891 -23.186
C11 -3.688 -7.982 -21.798
C12 -0.113 -9.079 -21.995
C13 -1.357 -9.288 -22.885
O4 -2.639 -11.763 -25.221
H25 -3.081 -13.578 -20.113
H26 -5.196 -11.935 -15.173
H27 -1.997 -11.019 -21.715
O5 -7.817 -9.288 -23.263
O6 -3.646 -16.076 -19.034
C14 -0.200 -13.386 -23.408
H28 -6.614 -12.334 -20.386
H29 -7.794 -14.054 -18.924
C15 -3.903 -6.047 -20.366
C16 -3.205 -11.652 -21.080
H30 -6.519 -7.872 -22.306
H31 -2.375 -13.272 -18.357
H32 -8.095 -7.576 -22.633
C17 -1.584 -13.830 -21.509
C18 -7.275 -5.441 -21.772
H33 -4.934 -13.648 -24.885
C19 -2.321 -10.010 -21.969
H34 0.329 -8.117 -22.256
H35 -4.212 -11.276 -13.835
H36 -5.181 -9.403 -16.679
H37 -3.227 -5.371 -19.842
H38 -6.846 -5.184 -22.741
H39 -7.858 -10.678 -18.844
C20 -4.449 -12.135 -19.177
O7 -3.133 -6.698 -21.387
O8 -6.618 -13.548 -23.538
C21 -4.412 -10.118 -16.973
H40 0.365 -12.638 -23.964
C22 -4.362 -10.607 -20.883
O9 -2.509 -10.471 -18.527
C23 -7.559 -14.807 -19.676
H41 -4.855 -10.868 -17.627
H42 1.275 -13.207 -21.767
H43 -2.527 -8.154 -20.794
H44 -5.313 -4.436 -20.161
H45 -3.046 -12.278 -23.244
H46 -0.610 -14.102 -24.119
H47 -7.764 -4.588 -21.302
H48 -4.274 -6.738 -19.609
H49 -5.267 -10.601 -24.724
C24 -6.930 -13.062 -21.133
O10 -3.806 -10.560 -15.847
C25 -3.373 -9.689 -24.412
H50 -6.298 -11.350 -19.330
H51 -2.711 -9.354 -23.613
H52 -2.458 -14.481 -21.556
H53 -2.435 -14.621 -20.163
O11 -6.177 -6.143 -21.127
H54 -7.026 -10.927 -24.329
H55 -6.419 -10.733 -22.797
H56 -4.373 -12.726 -24.467
H57 1.527 -14.518 -22.760
C26 -2.146 -9.170 -20.691
H58 -3.735 -11.970 -18.370
C27 -1.390 -12.840 -22.633
H59 -1.187 -11.017 -16.934
C28 -4.711 -15.301 -18.363
H60 -4.597 -4.808 -21.742
H61 -6.390 -14.436 -25.367
H62 -1.105 -11.897 -18.463
H63 -2.790 -10.134 -26.491
C29 -4.655 -11.062 -14.807
H64 -8.093 -6.134 -21.967
H65 -1.454 -10.105 -25.539
H66 -4.396 -13.219 -17.636
H67 -6.564 -11.697 -22.819
C30 -4.410 -10.626 -24.052
H68 -7.988 -12.885 -21.326
H69 -3.890 -9.013 -18.666
H70 -3.986 -9.612 -21.121
C31 -6.648 -10.137 -23.680
H71 -3.794 -8.699 -20.984
H72 -7.321 -15.753 -19.189
C32 -6.019 -13.546 -24.859
H73 -5.749 -9.714 -24.129
C33 -1.770 -11.355 -17.791
H74 0.586 -9.912 -22.071
C34 0.706 -13.928 -22.353
O12 -6.593 -14.346 -20.667
C35 -6.231 -12.677 -22.476
H75 -7.583 -7.894 -20.055
O13 -4.767 -10.806 -19.605
H76 -5.242 -10.713 -21.518
C36 -6.841 -10.424 -19.143
H77 -3.102 -8.389 -22.622
H78 -4.800 -10.475 -23.045
H79 -1.203 -11.814 -22.316
H80 -1.637 -13.377 -20.519

[3]
Formula: C36H81Cl18N5O10
Source: the Open Molecules 2025 dataset
Level of theory: wB97M-V/def2-TZVPD

Output
E = -10729.1394 a.u.
Highest occupied orbital energy (alpha / beta) = -9.42 / -9.42 eV
LUMO level (alpha / beta) = -2.307 / -7.370 eV
Frontier orbital gap (alpha / beta) = 7.1 / 2.1 eV
Charge = +1
Multiplicity = 2

Atoms and positions in Å:
H1 -0.585 5.283 8.973
Cl1 4.139 0.154 3.397
C1 -5.132 2.346 -3.873
C2 0.886 -7.812 -3.083
H2 2.659 4.040 5.391
H3 0.335 4.192 -2.534
C3 -0.244 -8.199 -2.118
O1 0.265 -2.499 -1.255
H4 -1.618 -11.180 -1.302
Cl2 4.003 -1.742 -3.816
C4 -1.334 -10.142 -1.127
Cl3 -1.883 3.209 -0.263
H5 -5.869 2.630 -4.624
H6 2.650 1.082 1.037
C5 1.155 3.946 -1.859
Cl4 -0.990 5.660 -5.455
O2 -4.685 0.861 -1.857
H7 -0.161 -0.842 1.073
C6 -1.435 -0.573 -4.288
H8 -0.974 -9.977 -0.112
H9 -3.964 1.360 -6.167
C7 2.132 2.211 -0.640
C8 -3.344 1.547 -5.291
H10 0.679 7.193 6.293
C9 -6.569 -0.717 5.900
H11 -5.216 3.167 -3.162
O3 1.048 2.568 -1.444
H12 0.506 -3.241 0.664
Cl5 -4.302 -5.172 -0.365
H13 0.852 7.299 -5.503
H14 1.179 -11.463 -7.329
H15 2.824 7.335 5.195
C10 3.620 4.552 5.344
C11 -0.356 5.463 7.922
H16 -2.418 -1.035 -4.196
H17 1.007 4.604 -1.003
C12 1.797 1.254 0.379
C13 1.600 -9.065 -6.454
C14 -4.852 -0.485 -1.334
H18 0.990 1.230 4.965
C15 -2.708 -5.479 0.516
H19 2.078 4.146 -2.405
N1 0.649 -8.386 -4.333
H20 5.380 -1.176 1.880
H21 1.143 2.182 3.413
C16 0.595 -3.623 -2.034
O4 -5.305 -0.332 5.321
Cl6 5.192 0.874 -2.857
H22 0.589 -9.246 -6.819
H23 2.390 -12.374 -6.510
O5 -0.656 1.394 3.939
C17 -4.899 0.988 5.649
C18 5.035 -1.245 2.912
O6 -0.481 -9.626 -2.125
C19 -2.701 1.375 2.473
N2 1.485 -0.068 -0.206
C20 -3.662 1.174 4.811
Cl7 4.260 5.664 -1.077
C21 3.598 4.981 3.892
H24 -6.536 1.178 -2.670
H25 4.600 5.914 6.612
H26 1.438 -1.297 1.486
H27 2.069 -8.790 -7.399
H28 -1.225 0.098 -3.455
Cl8 1.812 5.150 -5.163
H29 0.810 -6.725 -3.085
Cl9 -2.530 -7.230 0.620
H30 -5.535 1.807 5.313
H31 1.979 -2.695 -0.199
H32 2.760 -7.938 -5.052
H33 -1.301 2.121 -4.737
Cl10 -1.372 6.019 -0.386
H34 -0.977 6.201 7.415
C22 4.621 3.593 2.347
C23 0.919 -2.507 -0.028
H35 4.382 3.810 5.585
H36 -3.066 1.955 1.625
H37 0.998 5.656 5.623
C24 2.163 -11.370 -6.869
C25 2.733 6.859 6.172
O7 3.488 3.798 3.144
H38 2.817 5.706 3.662
H39 -2.957 1.862 5.278
H40 0.886 0.148 -0.989
H41 -1.818 -5.099 0.014
Cl11 -2.681 -4.808 2.245
H42 -4.038 -0.868 -0.719
H43 1.656 -3.633 -2.284
H44 4.848 2.615 1.921
H45 -4.732 1.075 6.722
C26 -1.400 2.131 3.003
H46 -1.723 3.105 3.371
H47 1.480 -7.076 -5.839
H48 -6.953 -1.636 5.457
Cl12 -2.676 4.869 -2.661
H49 1.076 1.574 1.131
O8 1.078 5.833 7.755
H50 -0.616 4.518 7.444
H51 -7.279 0.109 5.857
Cl13 4.940 -1.436 -1.127
N3 -3.950 1.370 3.362
H52 6.437 4.986 -0.472
N4 3.690 5.698 6.232
H53 1.817 -8.212 -2.681
H54 -5.731 -0.641 -0.709
C27 1.707 -8.009 -5.322
C28 -2.473 4.793 -0.863
H55 0.178 -3.363 -3.007
Cl14 0.394 6.818 -3.288
N5 -3.804 2.525 -4.382
H56 3.154 -0.278 -2.152
C29 -5.515 1.081 -3.039
H57 -2.409 0.380 2.138
H58 2.413 3.046 0.003
H59 4.627 4.195 1.438
H60 2.945 -11.274 -7.622
H61 -1.644 1.996 -6.471
H62 2.919 1.900 -1.326
C30 0.593 6.371 -4.993
H63 0.750 -9.391 -4.309
H64 -4.330 0.483 3.064
H65 -5.393 0.211 -3.683
O9 -1.204 0.227 -5.499
H66 -3.632 0.640 -4.760
H67 -3.442 5.084 -0.458
H68 5.514 3.786 2.941
H69 0.150 -4.582 -1.769
Cl15 5.971 6.495 1.152
H70 -2.263 -9.631 -1.382
H71 -3.143 2.588 -3.621
O10 2.131 -10.330 -5.934
H72 3.026 7.573 6.941
C31 0.800 -1.096 0.625
C32 0.568 2.001 4.320
H73 -0.813 -1.466 -4.226
H74 -0.759 2.202 2.124
Cl16 6.399 -1.344 3.997
Cl17 6.761 6.909 -1.692
Cl18 3.928 -2.610 3.022
H75 -3.158 0.208 4.833
C33 4.156 -0.563 -2.471
H76 0.127 -7.983 -1.116
C34 1.311 6.317 6.432
C35 5.901 5.934 -0.527
H77 0.422 2.931 4.870
H78 -4.929 -1.188 -2.163
H79 -1.165 -7.668 -2.356
H80 -6.311 -0.993 6.923
C36 -1.774 1.509 -5.505
H81 4.540 5.502 3.723